[1]
DFT (ωB97M-V/def2-TZVPD) results for a cluster of 10 separate species, C30H71ClN9O12 in total at a distorted geometry.

Last column: Löwdin charge in e.
CARTESIAN COORDINATES (ANGSTROEM)
Cl  -0.67  -0.66  0.67  0.600
O  -0.91  -0.05  1.92  -0.349
O  -1.67  -1.68  0.58  -0.348
O  -0.92  0.24  -0.41  -0.385
O  0.70  -1.12  0.50  -0.372
C  2.41  0.49  -2.17  -0.068
C  3.33  0.16  -3.38  -0.209
N  2.88  0.76  -4.72  -0.145
C  3.78  0.45  -5.91  -0.268
C  5.08  1.17  -5.91  -0.112
C  1.50  0.41  -5.02  -0.281
C  1.31  -1.07  -5.31  -0.082
H  1.45  -0.02  -2.12  0.060
H  2.14  1.55  -2.16  0.043
H  2.97  0.18  -1.29  0.063
H  4.33  0.50  -3.10  0.092
H  3.58  -0.90  -3.53  0.096
H  4.03  -0.61  -5.98  0.101
H  3.20  0.67  -6.81  0.111
H  5.83  0.96  -6.67  0.071
H  4.79  2.21  -6.08  0.072
H  5.61  1.09  -4.96  0.065
H  1.13  0.98  -5.88  0.108
H  0.81  0.71  -4.23  0.080
H  1.78  -1.42  -6.23  0.071
H  0.25  -1.28  -5.41  0.049
H  1.66  -1.66  -4.46  0.077
C  -5.46  1.08  -0.03  -0.330
O  -5.26  0.16  0.80  -0.022
N  -4.94  1.18  -1.27  -0.168
C  -4.05  0.15  -1.80  -0.064
C  -5.14  2.36  -2.16  -0.029
H  -6.21  1.86  0.19  0.124
H  -3.12  0.46  -2.27  0.070
H  -4.62  -0.36  -2.57  0.084
H  -3.81  -0.61  -1.06  0.087
H  -4.28  3.02  -2.18  0.061
H  -5.32  1.94  -3.16  0.081
H  -5.95  2.99  -1.80  0.079
C  1.54  0.09  4.18  -0.332
O  1.55  -0.93  4.88  -0.008
N  1.60  1.39  4.52  -0.200
C  1.26  2.33  3.55  -0.072
C  1.75  1.83  5.87  -0.049
H  1.57  -0.02  3.08  0.123
H  0.19  2.49  3.70  0.062
H  1.41  2.02  2.51  0.104
H  1.66  3.33  3.68  0.098
H  2.52  2.60  5.91  0.087
H  0.85  2.25  6.33  0.078
H  2.27  1.07  6.44  0.095
C  -1.39  3.73  -1.71  -0.339
O  -2.27  4.40  -1.17  -0.028
N  -0.34  4.22  -2.37  -0.198
C  0.55  3.31  -3.06  -0.052
C  -0.27  5.67  -2.51  -0.017
H  -1.30  2.64  -1.67  0.126
H  0.28  2.26  -2.96  0.070
H  1.51  3.62  -2.66  0.091
H  0.67  3.61  -4.10  0.091
H  -1.13  6.10  -2.01  0.082
H  0.66  5.96  -2.01  0.091
H  -0.27  5.87  -3.58  0.087
C  0.27  -4.51  1.46  -0.285
O  0.05  -5.41  0.60  -0.037
N  1.18  -4.63  2.45  -0.207
C  1.63  -3.50  3.22  -0.065
C  1.75  -5.93  2.80  -0.051
H  -0.25  -3.54  1.47  0.116
H  1.40  -2.55  2.73  0.064
H  2.70  -3.68  3.16  0.085
H  1.21  -3.54  4.23  0.086
H  1.15  -6.74  2.37  0.085
H  2.77  -5.97  2.44  0.078
H  1.71  -6.11  3.88  0.078
C  -2.36  4.95  3.87  -0.368
O  -1.38  5.68  3.70  -0.028
N  -2.66  3.90  3.11  -0.166
C  -1.81  3.48  1.98  -0.017
C  -3.81  3.07  3.44  -0.042
H  -3.15  5.03  4.63  0.119
H  -2.49  3.26  1.16  0.079
H  -1.41  2.48  2.18  0.057
H  -0.96  4.12  1.77  0.095
H  -4.53  3.58  4.07  0.089
H  -4.24  2.67  2.52  0.083
H  -3.56  2.13  3.93  0.075
C  3.35  -5.31  -0.86  -0.355
O  2.16  -5.53  -0.97  0.021
N  3.91  -4.15  -0.58  -0.178
C  5.30  -3.99  -0.25  -0.081
C  3.13  -2.92  -0.43  -0.025
H  4.07  -6.15  -0.84  0.126
H  5.52  -3.57  0.73  0.087
H  5.76  -3.38  -1.02  0.081
H  5.81  -4.95  -0.31  0.077
H  3.64  -2.02  -0.75  0.073
H  2.18  -2.99  -0.96  0.088
H  2.82  -2.76  0.60  0.074
C  -0.78  -3.60  -2.31  -0.325
O  -0.23  -4.69  -2.11  0.008
N  -1.30  -3.29  -3.48  -0.171
C  -1.29  -4.13  -4.70  -0.040
C  -2.14  -2.10  -3.63  -0.056
H  -0.84  -2.74  -1.62  0.126
H  -0.50  -4.87  -4.62  0.087
H  -1.12  -3.48  -5.57  0.066
H  -2.23  -4.59  -5.00  0.079
H  -3.15  -2.46  -3.82  0.090
H  -2.08  -1.33  -2.85  0.062
H  -1.81  -1.52  -4.50  0.063
C  -3.82  0.30  6.31  -0.384
O  -4.11  -0.73  5.75  0.025
N  -2.66  0.93  6.11  -0.186
C  -2.46  2.18  6.81  -0.061
C  -1.63  0.42  5.19  -0.009
H  -4.47  0.71  7.10  0.131
H  -2.71  3.08  6.25  0.068
H  -1.40  2.21  7.09  0.074
H  -3.03  2.24  7.73  0.082
H  -0.81  0.01  5.78  0.090
H  -2.06  -0.38  4.59  0.099
H  -1.30  1.23  4.53  0.068

The energy above the lowest of the compared OMol25 structures with the same formula, charge and spin is 0.0 kJ/mol. The value obtained for the HOMO-LUMO gap is 7.869 eV. As for the total charge: -1. Its HOMO energy is -5.7 eV. The lowest unoccupied orbital energy is 2.185 eV.


[2]
DFT (ωB97M-V/def2-TZVPD) results for a structure of composition C4H7O8PS at a distorted geometry.

Last column: Löwdin charge in e.
CARTESIAN COORDINATES (ANGSTROEM)
C  2.06  -0.73  0.06  -0.547
C  2.32  -2.22  0.16  -0.008
C  -2.22  0.77  2.19  -0.282
C  0.30  0.73  -0.49  -0.329
O  -1.31  0.57  -2.28  -0.405
O  0.51  2.28  -2.88  -0.428
O  2.96  0.08  0.24  0.059
O  1.02  -0.27  -3.13  -0.393
O  -2.23  -0.64  -0.30  -0.331
O  -2.28  1.81  -0.33  -0.339
O  0.78  -0.52  -0.20  -0.035
O  -1.06  0.61  1.42  -0.416
P  0.27  0.85  -2.45  0.271
S  -1.51  0.59  -0.44  0.625
H  1.64  -2.68  0.85  0.054
H  3.27  -2.37  0.72  0.065
H  2.36  -2.79  -0.92  0.142
H  -3.13  0.03  2.14  0.080
H  -2.53  1.81  2.10  0.036
H  -1.78  0.62  3.34  0.089
H  0.57  1.45  0.21  0.093

The energy above the lowest of the compared OMol25 structures with the same formula, charge and spin is 0.0 kJ/mol. The value obtained for the HOMO-LUMO gap is 7.300 eV. As for the total charge: -2. Its HOMO energy is -1.6 eV. The lowest unoccupied orbital energy is 5.692 eV.